w | {
  "formula": "C3H7NO3",
  "method": "wB97M-V/def2-TZVPD",
  "elements": ["H", "H", "O", "C", "N", "H", "H", "H", "C", "H", "O", "O", "H", "C"],
  "xyz": [[2.66176, -0.17869, 1.02451], [1.82060, -1.53278, 0.22359], [-3.81865, -0.27619, -0.39964], [-2.83003, 0.18836, 0.17332], [-1.59058, -0.11782, -0.34799], [0.06012, 1.49187, -0.85520], [-2.84767, 0.57763, 1.24383], [-1.67754, -0.95553, -1.03757], [0.54232, 0.85089, -0.10754], [0.83557, 1.41868, 0.76470], [-0.38261, -0.13761, 0.40070], [1.66020, 0.27050, -0.74406], [3.22371, -1.00836, -0.40301], [2.34280, -0.59094, 0.06435]],
  "spin_multiplicity": 1,
  "smiles": "COCONC=O",
  "charge": 0,
  "homo_lumo_gap_ev": 10.93,
  "lumo_ev": 0.89
}

---

x | {
  "formula": "C3H7NO3",
  "method": "wB97M-V/def2-TZVPD",
  "elements": ["O", "H", "N", "H", "C", "O", "C", "H", "H", "C", "O", "H", "H", "H"],
  "xyz": [[-0.25255, 2.20265, -1.88409], [-0.06491, -0.11001, -1.67762], [0.46637, 0.27598, -0.91109], [-0.47487, -1.40526, 1.87230], [0.25030, 1.61473, -0.95709], [-0.84916, -2.22086, -0.06604], [0.72178, -0.48734, 0.28933], [0.29842, 3.17360, 0.06564], [-1.33065, -0.39775, 0.75081], [-0.53360, -1.14822, 0.81471], [0.60263, 2.26541, 0.18467], [1.12072, 0.21466, 1.02599], [-1.50128, -2.80571, 0.35038], [1.54679, -1.17186, 0.14211]],
  "spin_multiplicity": 1,
  "smiles": "O=C(O)NCCO",
  "charge": 0,
  "homo_lumo_gap_ev": 10.62,
  "lumo_ev": 0.67
}

---

Verdict on stability: x comes out on top.

---

w | {
  "formula": "C3H7NO3",
  "method": "wB97M-V/def2-TZVPD",
  "elements": ["N", "H", "H", "H", "O", "C", "H", "H", "O", "C", "H", "C", "H", "O"],
  "xyz": [[0.00440, 0.82122, -0.53492], [-2.44152, 1.33818, 1.21960], [2.11499, 0.14298, 0.96531], [2.11798, -1.56382, 0.49101], [-1.51523, 1.07100, 1.27418], [1.99614, -0.54344, 0.12845], [0.43904, -1.04175, -1.34414], [0.45283, 1.58000, -0.03556], [-0.69024, -0.93693, 0.51184], [0.63812, -0.41185, -0.47898], [-2.37569, -0.63449, -1.05270], [-1.21114, 0.28108, 0.18433], [2.76067, -0.36145, -0.62847], [-2.29033, 0.25929, -0.69995]],
  "spin_multiplicity": 1,
  "smiles": "C[C@@H]1NC(O)(O)O1",
  "charge": 0,
  "homo_lumo_gap_ev": 10.37,
  "lumo_ev": 0.86
}

---

x | {
  "formula": "C3H7NO3",
  "method": "wB97M-V/def2-TZVPD",
  "elements": ["H", "O", "H", "C", "H", "C", "H", "N", "H", "H", "H", "O", "C", "O"],
  "xyz": [[-2.57851, 1.24598, 0.98480], [-2.83986, -0.83935, 0.85437], [1.43311, -0.98193, 1.16469], [1.45325, 0.19554, -0.64153], [0.75196, 0.54740, 1.33940], [-1.76323, -0.33953, 0.67384], [2.52740, -0.01556, -0.65830], [-0.56247, -0.89627, 0.34306], [0.68002, 0.53610, -2.45441], [-0.38231, -1.27681, -0.57404], [1.35158, 1.28059, -0.63716], [0.81857, -0.19578, -1.84962], [0.75487, -0.30146, 0.65026], [-1.64439, 1.04109, 0.80464]],
  "spin_multiplicity": 1,
  "smiles": "O=C(O)NCCO",
  "charge": 0,
  "homo_lumo_gap_ev": 10.44,
  "lumo_ev": 0.58
}

---

y | {
  "formula": "C3H7NO3",
  "method": "wB97M-V/def2-TZVPD",
  "elements": ["N", "O", "H", "H", "C", "H", "H", "H", "H", "C", "C", "O", "H", "O"],
  "xyz": [[-1.32992, -0.46014, 0.11531], [-2.30925, 0.55449, 0.25155], [1.65530, -0.31808, 1.85397], [1.01966, -1.86739, -1.09327], [1.22442, 0.33002, 1.09533], [-1.90380, 1.43298, 0.12788], [-1.88147, -1.22714, -0.27354], [1.96433, 0.94922, 0.58775], [0.51900, 1.01456, 1.57419], [-0.16483, 0.34644, -1.06420], [0.46961, -0.44221, 0.07443], [0.90247, -1.68697, -0.14509], [0.04803, -0.21415, -2.01063], [-0.21355, 1.58838, -1.09369]],
  "spin_multiplicity": 1,
  "charge": 0,
  "homo_lumo_gap_ev": 9.23,
  "lumo_ev": 0.42
}

---

z | {
  "formula": "C3H7NO3",
  "method": "wB97M-V/def2-TZVPD",
  "elements": ["H", "H", "H", "C", "N", "O", "H", "H", "C", "H", "O", "C", "O", "H"],
  "xyz": [[1.87739, 1.65670, 0.12091], [0.47142, 1.74453, 1.26790], [0.80856, -1.69185, -0.79302], [1.21303, 1.07121, 0.80516], [-1.81629, -0.94208, 0.51887], [0.83233, -1.28964, 0.04802], [-0.19992, 1.36551, -1.71322], [-2.88224, -0.88679, 0.25362], [0.17716, 0.31309, -1.54625], [-1.61537, -1.40846, 1.46022], [-1.21065, 0.23927, 0.36719], [0.46968, 0.03802, -0.02289], [0.06798, -0.63595, -2.28950], [1.80692, 0.42644, 1.52300]],
  "spin_multiplicity": 1,
  "smiles": "C[C@](O)(C=O)ON",
  "charge": 0,
  "homo_lumo_gap_ev": 8.96,
  "lumo_ev": 0.69
}

---

Verdict on stability: x comes out on top.

---

w | {
  "formula": "C3H7NO3",
  "method": "wB97M-V/def2-TZVPD",
  "elements": ["O", "C", "H", "H", "H", "H", "H", "O", "H", "O", "N", "C", "C", "H"],
  "xyz": [[-2.90880, 0.10966, -0.13438], [2.00254, 1.05374, 0.17626], [-3.73241, -0.41041, -0.04984], [1.97648, 1.54927, 1.13968], [-0.55618, 1.35479, -0.00663], [-0.03673, 0.26029, -1.42935], [2.83448, 0.37509, 0.02970], [-1.95916, -1.90825, 0.09402], [0.84835, -2.09314, 0.71869], [1.02869, -1.45701, 0.01126], [0.58523, -0.25965, 0.53039], [-1.84338, -0.72431, -0.05971], [-0.18398, 0.40251, -0.35932], [1.94487, 1.74743, -0.66077]],
  "spin_multiplicity": 1,
  "charge": 0,
  "homo_lumo_gap_ev": 8.91,
  "lumo_ev": 0.66
}

---

x | {
  "formula": "C3H7NO3",
  "method": "wB97M-V/def2-TZVPD",
  "elements": ["C", "H", "O", "O", "C", "C", "H", "N", "O", "H", "H", "H", "H", "H"],
  "xyz": [[0.04187, 1.25630, 0.71546], [-0.56735, 2.15208, 0.59270], [-0.70756, 0.27977, -1.61816], [-0.00995, -1.24429, 0.06866], [1.43972, -1.12696, -0.06806], [-0.65881, -0.04941, 0.05706], [1.90379, -0.97228, 0.81716], [-1.98156, -0.20963, 0.67391], [-2.93059, -0.00814, 0.03345], [0.05764, 1.08681, 1.80133], [1.82896, -2.08606, -0.57298], [-1.25232, -0.37534, -1.93932], [1.06051, 1.63888, 0.13811], [1.77566, -0.34174, -0.69932]],
  "spin_multiplicity": 1,
  "smiles": "CO[C@@](C)(O)N=O",
  "charge": 0,
  "homo_lumo_gap_ev": 9.17,
  "lumo_ev": -0.28
}

---

y | {
  "formula": "C3H7NO3",
  "method": "wB97M-V/def2-TZVPD",
  "elements": ["H", "H", "C", "H", "H", "C", "H", "O", "H", "O", "O", "N", "C", "H"],
  "xyz": [[0.96143, -2.09156, 0.75002], [0.71422, 0.24980, -1.03611], [0.42786, -0.29127, 0.89534], [1.87548, 2.37139, 0.33055], [-0.23953, 0.23828, 1.57743], [-0.19341, -0.63745, -0.55247], [-1.79206, 0.01262, -1.83168], [1.07073, 1.87759, 0.55278], [-1.42005, 1.16259, -0.51346], [-0.00338, -1.82121, -0.91968], [1.00172, -1.40576, 1.45194], [1.38099, 0.58024, 0.24716], [-1.50975, 0.11241, -0.78548], [-2.27425, -0.35765, -0.16633]],
  "spin_multiplicity": 1,
  "charge": 0,
  "homo_lumo_gap_ev": [8.35, 8.34],
  "lumo_ev": [-0.95, -0.96]
}

---

z | {
  "formula": "C3H7NO3",
  "method": "wB97M-V/def2-TZVPD",
  "elements": ["C", "O", "O", "H", "O", "N", "C", "C", "H", "H", "H", "H", "H", "H"],
  "xyz": [[-1.91178, 1.17481, 0.66709], [-1.06307, -0.98278, 0.02571], [3.11393, -0.54072, -0.37228], [-2.03265, 2.08281, -0.10746], [0.72625, 1.98578, -0.41216], [0.40129, 0.76831, -0.33013], [-0.74344, 0.32723, 0.07518], [-0.39258, -2.09776, -0.27496], [2.66320, 0.31238, -0.73971], [4.03985, -0.29875, -0.21123], [-1.42557, 1.64564, 1.57537], [-1.10365, -2.90297, -0.13347], [0.61849, -2.08688, -0.60844], [-2.89026, 0.61289, 0.84650]],
  "spin_multiplicity": 1,
  "charge": 0,
  "homo_lumo_gap_ev": [8.51, 6.87],
  "lumo_ev": [-0.28, -1.33]
}

---

Verdict on stability: x comes out on top.